--- one ---
Below is a cluster of 7 separate species, H13O6S in total, with properties calculated with the ωB97M-V functional and the def2-TZVPD basis.

The geometry in XYZ format:
```
20
Properties=species:S:1:pos:R:3
S 0.8896 -0.9365 -1.3621
H 1.1453 -2.1734 -0.9272
H 2.4551 -0.3372 0.6170
H 3.5242 0.5933 0.0008
O 3.1243 0.3172 0.8161
H -3.0120 -0.8401 -0.3587
H -3.3275 0.4467 -0.9478
O -3.4191 0.0069 -0.1128
H 3.2111 2.7896 1.5837
H 1.7364 2.8129 1.3326
O 2.4866 3.3994 1.4157
H -1.3302 -3.1976 -1.2920
H -1.2988 -2.3507 0.0010
O -1.6535 -3.1769 -0.3730
H -1.4000 0.8542 -1.1319
H -0.2539 0.9274 -2.0032
O -1.0142 1.4723 -1.7625
H 0.1127 -0.4510 1.4023
H -1.2982 0.0557 1.2053
O -0.6779 -0.2122 1.8967
```

## Properties
Net charge: -1
HOMO energy (eV): -4.51
Lowest unoccupied orbital energy (eV): 3.45

--- two ---
Below is a cluster of 7 separate species, H13O6S in total, with properties calculated with the ωB97M-V functional and the def2-TZVPD basis.

The geometry in XYZ format:
```
20
Properties=species:S:1:pos:R:3
S 2.3396 -0.8164 0.7950
H 2.4985 0.2008 1.6612
H -0.0878 -1.3005 -0.5913
H 0.5504 -2.5300 -0.5318
O -0.2322 -2.1775 -0.9892
H -0.4396 1.6319 -0.6603
H 0.2884 0.8344 -1.7497
O -0.6100 1.1039 -1.4716
H -2.0361 -1.5282 -0.1841
H -1.8962 -0.1055 -0.7456
O -2.3196 -0.6138 -0.0253
H 0.8672 1.7585 1.1619
H -0.5260 1.5791 1.6863
O -0.0220 2.1255 1.0523
H 1.8024 -0.6167 -2.4281
H 2.5177 0.2909 -1.3255
O 2.2148 0.2289 -2.2499
H -1.1516 -0.5212 2.5914
H -2.0814 0.1827 1.5603
O -1.6766 0.2734 2.4440
```

## Properties
Net charge: -1
HOMO energy (eV): -4.14
Lowest unoccupied orbital energy (eV): 3.65

Which of them is least stable? Easy: one.

--- one ---
Below is the molecule C2H4N2O3, with properties calculated with the ωB97M-V functional and the def2-TZVPD basis.

The geometry in XYZ format:
```
11
Properties=species:S:1:pos:R:3
C 0.8885 0.4674 -0.8196
C -0.4716 -0.7718 0.6736
H 2.7714 2.4089 -0.4278
H 0.3980 0.0893 -1.7304
H -0.9886 -0.8469 1.8042
H -3.0549 -2.2427 0.0644
N 1.4616 1.7626 -0.9405
N -1.3166 -1.2121 -0.1148
O 1.9443 2.2743 0.2097
O 0.6169 0.0092 0.5655
O -2.2489 -1.9383 0.7157
```

## Properties
Structure (SMILES): O/N=C\O/C=N/O
HOMO energy (eV): -9.58
Lowest unoccupied orbital energy (eV): 0.48

--- two ---
Below is a cluster of 2 separate species, C2H4N2O3 in total, with properties calculated with the ωB97M-V functional and the def2-TZVPD basis.

The geometry in XYZ format:
```
11
Properties=species:S:1:pos:R:3
C -4.2553 -0.1607 -0.6403
C 0.6180 -1.5303 -0.1524
N 0.1038 0.5430 0.7819
N -3.6642 0.8377 -0.3791
O -4.7947 -1.0191 -1.2096
O 0.9259 -0.5486 0.5891
O -2.9606 1.2981 0.6729
H -0.3779 -1.8350 -0.5236
H 1.2590 -2.3649 0.1491
H 0.7974 1.2156 1.3069
H -2.0197 1.2441 0.3878
```

## Properties
HOMO energy (spin up / spin down) (eV): -8.92 / -9.80
Lowest unoccupied orbital energy (spin up / spin down) (eV): -0.68 / -0.33

--- three ---
Below is the molecule C2H4N2O3, with properties calculated with the ωB97M-V functional and the def2-TZVPD basis.

The geometry in XYZ format:
```
11
Properties=species:S:1:pos:R:3
C 1.4927 0.2260 0.7221
C -0.7871 -0.2241 -0.5949
N 0.7864 0.2291 1.8039
N -1.4141 0.0711 -1.7560
O 2.5858 0.2470 0.3330
O -1.2528 -0.6924 0.4164
O 0.4532 0.1874 -0.5925
H 1.3176 0.0225 2.7145
H -0.0963 -0.1956 1.6352
H -2.1728 -0.3434 -2.2233
H -0.9126 0.4723 -2.4585
```

## Properties
Structure (SMILES): NC(=O)OC(N)=O
HOMO energy (eV): -10.54
Lowest unoccupied orbital energy (eV): 0.71

Which of them is least stable? Easy: two.

--- one ---
Below is the ion C3H3N2O with charge +1, with properties calculated with the ωB97M-V functional and the def2-TZVPD basis.

The geometry in XYZ format:
```
9
Properties=species:S:1:pos:R:3
C -1.2210 -0.2708 0.2932
C 0.2598 -0.5476 -0.0430
C 1.4713 0.0685 -0.0124
N -0.6151 -1.3870 -0.2703
N -2.1703 0.3457 -0.1323
O -3.1596 0.8916 -0.0611
H 1.4398 0.8804 -0.6709
H 2.3370 -0.7251 -0.0800
H 1.6582 0.7443 0.9768
```

## Properties
Net charge: +1
Structure (SMILES): Cc1nc1=[N+]=O
HOMO energy (eV): -15.91
Lowest unoccupied orbital energy (eV): -6.82

--- two ---
Below is the ion C3H3N2O with charge +1, with properties calculated with the ωB97M-V functional and the def2-TZVPD basis.

The geometry in XYZ format:
```
9
Properties=species:S:1:pos:R:3
C 0.0728 0.0782 -0.0155
C -1.2782 -0.2518 -1.9161
C 1.3420 -0.0794 0.0592
N -0.9402 0.0244 -0.8110
N -0.0518 0.3547 1.4138
O -1.7935 -0.6534 -2.8598
H 2.3362 0.0820 0.3151
H 0.7280 0.8475 1.8878
H -0.4153 -0.4022 1.9266
```

## Properties
Net charge: +1
HOMO energy (eV): -15.66
Lowest unoccupied orbital energy (eV): -6.57

Which of them is least stable? Easy: one.